Entry 1:
Entry from OMol25: a 8-piece molecular cluster, C32H88N8O8 overall (ωB97M-V/def2-TZVPD).

```
136
Properties=species:S:1:pos:R:3:forces:R:3:lowdin_charge:R:1
C -3.6828 -1.0691 4.0186 -1.229 -0.337 1.934 -0.0749
C -2.4760 -0.4446 4.7046 1.500 -0.445 -0.778 -0.3798
C -1.7791 -1.1641 5.9174 -0.892 0.002 -1.813 -0.2451
O -2.7510 -1.3338 6.8976 1.431 -0.404 1.631 -0.1939
C -2.1393 -2.0260 8.0405 -2.187 0.281 -1.419 -0.0756
N -1.4574 -0.3638 3.6487 0.895 0.126 0.537 0.0369
H -4.1033 -0.4427 3.2319 0.223 0.292 0.085 0.0626
H -4.4354 -1.1788 4.7994 -0.582 -0.055 -0.127 0.0662
H -3.5709 -2.0685 3.5982 0.653 -0.016 0.046 0.0769
H -2.6951 0.5379 5.1226 -0.317 0.197 -0.362 0.1326
H -0.8790 -0.6388 6.2366 -0.202 0.893 0.236 0.1179
H -1.3295 -2.1215 5.6538 -0.352 -0.632 -0.519 0.1127
H -3.0375 -2.1017 8.6534 0.633 -0.146 0.801 0.0856
H -1.2865 -1.5070 8.4781 -0.172 0.213 0.016 0.0838
H -1.8606 -3.0244 7.7032 0.254 -0.108 0.106 0.0801
H -1.2059 -1.3352 3.5333 0.612 -0.286 -0.073 0.0461
H -1.8681 -0.2384 2.7345 -0.311 0.540 -0.044 0.0265
C 1.3606 -0.4647 1.4464 -1.445 -0.951 -0.805 -0.0404
C 0.7756 -1.9543 1.2793 0.695 3.047 1.949 -0.4266
C -0.4148 -2.0183 0.3602 -1.600 -0.095 0.292 -0.1577
O -1.6320 -1.5829 1.0912 1.074 -0.561 -0.260 -0.2661
C -2.9015 -1.7960 0.4436 1.690 0.277 -0.011 -0.1183
N 1.8366 -2.8201 0.8556 -0.424 -0.587 -0.959 0.0523
H 2.2416 -0.4597 2.0883 -0.182 0.043 0.115 0.0726
H 0.5511 0.1706 1.8057 0.265 0.071 0.499 0.0342
H 1.6179 -0.0564 0.4690 0.316 -0.144 -0.240 0.0601
H 0.4399 -2.1480 2.2980 -0.142 -0.673 -0.018 0.1177
H -0.5035 -3.0432 -0.0001 -0.406 -0.337 0.220 0.1086
H -0.2873 -1.4425 -0.5565 -0.013 0.536 0.044 0.0930
H -3.7159 -1.6326 1.1494 0.316 -0.145 0.255 0.0474
H -2.9115 -2.8120 0.0488 -0.370 0.032 -0.290 0.0533
H -2.9680 -1.0218 -0.3208 -0.360 -0.264 -0.562 0.0585
H 2.7196 -2.5341 1.2539 0.126 0.059 0.272 0.0572
H 1.9042 -2.5030 -0.1010 0.803 -0.530 -0.527 0.0174
C 8.0934 -3.3130 0.3415 0.614 0.934 -1.431 -0.0820
C 6.9036 -2.3392 0.4426 -1.002 -1.543 0.902 -0.3947
C 6.3917 -1.6635 -0.8992 1.537 -1.558 0.680 -0.1612
O 7.5105 -1.0517 -1.5858 -0.810 0.454 1.048 -0.2009
C 8.1590 -0.0113 -0.8246 -0.564 0.094 -0.852 -0.1098
N 5.8243 -3.0829 1.1519 -0.759 0.925 -0.214 0.0129
H 8.8777 -2.7396 -0.1525 0.578 -0.207 0.138 0.0568
H 7.9662 -4.1979 -0.2821 -0.590 0.067 -0.178 0.0736
H 8.4497 -3.6945 1.2984 -0.176 0.421 0.204 0.0702
H 7.2110 -1.6120 1.1942 -0.031 0.531 -0.338 0.1190
H 5.4727 -1.0816 -0.8281 0.393 0.730 0.603 0.1110
H 6.0467 -2.4831 -1.5295 0.390 -0.199 -0.297 0.0987
H 7.4844 0.6124 -0.2381 -0.429 -0.358 0.234 0.0829
H 8.5472 0.6955 -1.5580 0.440 -0.255 -0.053 0.0820
H 8.9445 -0.3943 -0.1730 0.074 -0.081 -0.065 0.0750
H 5.3526 -3.7914 0.6082 0.150 0.005 -0.337 0.0562
H 6.1855 -3.5382 1.9780 0.096 0.067 -0.004 0.0557
C -0.9598 0.3639 -2.9756 1.856 -0.325 0.159 -0.0814
C -1.7873 1.5876 -3.0094 -0.511 -1.057 1.785 -0.5130
C -1.1727 2.7925 -3.5801 0.373 0.761 -0.179 -0.2197
O -0.0112 3.1118 -2.8746 0.408 -0.285 0.846 -0.1802
C 0.4317 4.4069 -3.1032 0.734 0.179 0.063 -0.1321
N -3.0198 1.2515 -3.6473 -0.988 1.188 -0.144 0.0474
H -1.5075 -0.4895 -2.5759 -0.233 -0.093 -0.328 0.0665
H -0.1465 0.5082 -2.2644 0.550 -0.043 -0.196 0.0691
H -0.5726 0.1773 -3.9773 0.163 -0.499 0.037 0.0820
H -1.9817 1.7373 -1.9474 -0.340 0.829 -0.013 0.1005
H -1.8750 3.6181 -3.4654 -0.270 0.147 -0.379 0.1177
H -0.8850 2.6398 -4.6203 -0.328 0.025 -0.521 0.1324
H -0.3737 5.1401 -3.0626 -0.141 0.109 0.043 0.0836
H 0.9590 4.4923 -4.0533 -0.120 0.059 -0.443 0.0824
H 1.1821 4.6377 -2.3471 -0.118 0.073 0.201 0.0736
H -2.8059 1.1242 -4.6261 -0.435 -0.663 -0.219 0.0645
H -3.2906 0.4012 -3.1743 -0.587 -0.357 -0.758 0.0440
C 4.5961 5.8326 0.4245 -0.821 -1.506 1.619 -0.0870
C 5.4741 4.9605 -0.4349 -0.321 1.741 0.639 -0.4623
C 4.9628 3.5707 -0.7735 0.108 0.381 -0.267 -0.2147
O 4.3073 2.9139 0.2891 -1.787 0.149 -0.984 -0.1684
C 2.8417 3.0591 0.1400 0.673 -0.902 0.849 -0.0715
N 5.6232 5.7274 -1.6230 1.468 0.308 -2.609 0.0095
H 5.0320 6.7801 0.7413 0.239 -0.075 -0.318 0.0779
H 4.4305 5.2278 1.3161 -0.580 0.370 0.507 0.0754
H 3.6492 6.0061 -0.0867 -0.087 0.141 0.134 0.0733
H 6.4384 4.9149 0.0710 0.229 -0.312 -0.109 0.1375
H 5.8299 3.0209 -1.1394 -0.029 -0.453 0.241 0.1197
H 4.3021 3.6576 -1.6361 -0.223 0.007 -0.124 0.1130
H 2.3451 2.6467 -0.7383 0.945 -0.034 -0.901 0.0745
H 2.5139 4.0960 0.2127 0.119 -0.053 0.418 0.0727
H 2.4166 2.3855 0.8841 0.067 0.602 0.628 0.0734
H 5.9390 6.6676 -1.4325 0.246 -0.051 0.160 0.0681
H 4.7679 5.8595 -2.1436 -0.286 -0.365 0.096 0.0677
C -3.7296 4.7950 -1.0325 -1.343 -0.049 0.265 -0.0638
C -4.1605 3.9987 0.2306 2.532 -1.572 -1.561 -0.4488
C -3.2839 2.7427 0.3402 -0.033 -0.066 0.333 -0.2018
O -1.8703 3.0102 0.3503 -1.056 0.544 -0.836 -0.1865
C -1.1215 1.8200 0.4822 -0.183 0.344 0.572 -0.1047
N -3.9594 4.7910 1.4054 -1.256 0.362 0.043 0.0435
H -4.3937 5.6555 -1.1142 0.168 0.533 0.304 0.0627
H -3.9816 4.3005 -1.9706 0.707 -0.540 -0.035 0.0711
H -2.6955 5.1179 -0.9123 -0.029 -0.149 -0.402 0.0761
H -5.1987 3.6817 0.1322 -0.028 -0.073 0.186 0.1357
H -3.5786 2.0923 -0.4834 0.326 -0.396 -0.188 0.1060
H -3.4973 2.2591 1.2935 -0.351 -0.262 0.113 0.1191
H -1.5773 0.9993 -0.0716 0.167 -0.149 -0.190 0.0681
H -1.1033 1.5392 1.5353 0.095 -0.190 0.159 0.0741
H -0.1038 2.0261 0.1508 -0.087 -0.107 -0.141 0.0823
H -3.0296 5.1772 1.3258 0.160 0.308 0.183 0.0710
H -4.6279 5.4821 1.0961 0.168 1.429 1.287 0.0620
C -6.0042 -0.1478 0.2277 1.196 -0.483 -0.222 -0.0709
C -6.9664 -1.3400 0.1244 -0.321 -0.403 0.476 -0.4137
C -6.3715 -2.6515 0.6825 0.186 -0.733 -0.475 -0.2129
O -7.3710 -3.6731 0.6098 -0.891 0.336 -0.121 -0.2116
C -7.0432 -4.9520 1.1007 0.870 -0.264 -0.663 -0.1614
N -8.1155 -1.0055 0.9507 -0.188 0.740 0.725 0.0224
H -5.7254 0.0615 1.2605 -0.633 0.030 0.493 0.0645
H -6.2875 0.8007 -0.2287 -0.506 -0.289 -0.077 0.0765
H -4.9979 -0.3678 -0.1288 -0.206 -0.228 -0.740 0.0370
H -7.4233 -1.5142 -0.8498 0.810 -0.022 -0.420 0.1316
H -6.0868 -2.5134 1.7255 0.049 0.233 0.340 0.1164
H -5.4907 -3.0425 0.1732 0.231 0.354 -0.365 0.1030
H -7.8721 -5.4589 1.5947 -0.062 0.692 0.696 0.0771
H -6.0981 -4.9128 1.6424 -0.272 -0.094 0.703 0.0729
H -6.8331 -5.6777 0.3151 0.171 0.253 -0.743 0.0682
H -7.6719 -0.6187 1.7715 -0.472 0.287 0.553 0.0538
H -8.5850 -1.8385 1.2760 -0.138 -0.295 -0.233 0.0590
C 2.1262 -1.2667 -3.7448 0.336 -1.227 0.239 -0.0673
C 1.9518 -2.3571 -2.6154 -0.019 0.823 -1.859 -0.3919
C 1.4339 -3.7349 -3.0893 -1.015 0.469 0.391 -0.2361
O 0.5112 -3.5807 -4.1494 0.574 0.478 -0.711 -0.2148
C 0.2131 -4.7759 -4.8192 0.433 -0.670 0.493 -0.1903
N 3.2429 -2.5305 -1.9545 0.015 0.059 0.267 0.0284
H 3.0231 -1.4505 -4.3362 0.148 -0.237 -0.111 0.0621
H 2.2870 -0.3009 -3.2656 -0.325 0.068 -0.052 0.0696
H 1.2903 -1.2848 -4.4440 -0.061 0.245 0.298 0.0567
H 1.2126 -1.8192 -2.0218 -0.028 -0.650 0.756 0.0938
H 0.9049 -4.2769 -2.3054 -0.249 0.259 0.738 0.1073
H 2.2656 -4.4253 -3.2296 0.395 0.142 -1.150 0.1057
H -0.3540 -5.4212 -4.1484 -0.388 -0.226 -0.125 0.0689
H 1.1315 -5.3164 -5.0486 0.320 -0.128 -0.084 0.0710
H -0.2935 -4.6431 -5.7751 -0.237 0.530 0.312 0.0793
H 3.3291 -3.4993 -1.6824 -0.057 -0.220 0.560 0.0587
H 3.9522 -2.4538 -2.6694 0.190 0.289 -0.184 0.0578
```
Positions in Å, forces in eV/Å.

LUMO energy (spin up / spin down), eV: 2.25 / 2.19
Frontier orbital gap (spin up / spin down), Eh: 0.0539 / 0.3334
Net charge: -1
Max |F|, eV Å⁻¹: 3.683
Multiplicity: 2
Energy, Ha: -2311.64174

Entry 2:
Entry from OMol25: a 13-piece molecular cluster, C32H90O20 overall (ωB97M-V/def2-TZVPD).

```
142
Properties=species:S:1:pos:R:3:forces:R:3:lowdin_charge:R:1
C 15.4557 16.3182 11.4329 0.571 0.939 -0.453 -0.2334
C 15.0166 17.7836 11.2430 -0.009 -0.913 -0.486 -0.2430
O 15.3252 18.6062 12.3273 -0.390 0.303 0.659 -0.0409
O 14.9145 15.6616 12.5304 -1.417 -0.589 0.274 -0.0730
H 16.5343 16.2583 11.5784 0.352 0.149 -0.691 0.1271
H 15.1377 15.7777 10.5413 0.243 -0.095 -0.200 0.1064
H 13.9469 17.7864 11.0337 -0.225 0.234 0.657 0.1012
H 15.4232 18.1954 10.3193 0.465 -0.192 -0.227 0.1210
H 16.2763 18.7045 12.4135 0.097 -0.056 -0.144 0.0917
H 15.4541 15.8041 13.3114 0.236 0.086 0.508 0.0533
C 13.5421 10.9658 8.6664 0.253 1.100 -0.755 -0.1775
C 13.0240 12.2503 7.9326 1.206 -2.479 -1.232 -0.2309
O 12.5328 13.2601 8.7270 -1.043 0.151 0.521 -0.0796
O 14.6910 11.2958 9.4323 -0.577 -0.504 0.242 -0.0859
H 13.8690 10.1814 7.9838 -0.065 0.324 -0.441 0.1255
H 12.7322 10.4978 9.2260 -0.062 0.216 0.566 0.1133
H 12.3077 11.8155 7.2354 -0.669 0.765 -0.004 0.1210
H 13.8101 12.6977 7.3244 0.422 -0.446 -0.234 0.1258
H 13.1889 13.4553 9.4001 0.145 0.319 0.644 0.0644
H 14.3768 11.9169 10.0934 0.239 0.382 0.730 0.0404
C 7.3739 13.6848 11.0166 -0.033 -1.577 0.256 -0.2287
C 8.1516 12.6111 11.8836 0.386 1.322 -1.587 -0.2490
O 7.3297 11.6407 12.4000 -1.053 -0.987 0.942 -0.0442
O 8.1442 14.7928 10.7874 1.176 2.117 0.189 -0.0779
H 6.4319 14.0564 11.4201 -0.016 -0.490 0.497 0.1259
H 7.1642 13.2490 10.0398 -0.429 -0.507 0.105 0.1000
H 8.7946 13.0865 12.6243 -0.292 0.369 0.249 0.0932
H 8.8421 12.1174 11.1997 0.258 0.115 -0.284 0.1051
H 7.4700 11.5804 13.3478 -0.197 -0.031 0.006 0.0861
H 8.7385 14.6490 10.0473 0.384 -0.325 -0.102 0.0540
C 9.4297 14.2382 6.6323 -0.564 -0.207 0.611 -0.2196
C 9.0571 13.1722 7.6955 0.251 1.043 0.293 -0.1948
O 9.8163 13.3755 8.8840 0.213 -0.334 -0.177 -0.1026
O 10.7258 14.0387 6.0898 -0.506 -0.760 0.172 -0.0615
H 9.3698 15.2088 7.1246 0.047 0.175 0.062 0.1114
H 8.6824 14.2538 5.8389 -0.014 -0.197 -0.197 0.1142
H 9.1786 12.1774 7.2669 0.024 -0.189 0.144 0.1212
H 8.0827 13.2907 8.1694 -0.661 -0.013 -1.273 0.1022
H 10.7376 13.2093 8.6715 0.677 0.212 0.310 0.0306
H 11.2653 14.7945 6.3335 0.038 0.365 0.020 0.0277
C 11.9454 16.9207 8.9804 -1.199 -1.069 -0.331 -0.2373
C 12.6712 16.4904 7.6887 2.163 -0.620 3.304 -0.2596
O 11.9146 16.4977 6.5567 -1.173 1.189 -1.739 -0.0377
O 11.6879 18.2840 9.1420 -0.023 1.080 -0.521 -0.0555
H 12.3742 16.6674 9.9500 0.779 -0.765 -0.518 0.1031
H 10.9907 16.3957 8.9494 -0.284 -0.322 0.151 0.1108
H 13.0212 15.4590 7.7325 0.194 -0.207 1.151 0.1051
H 13.5868 17.0817 7.6790 0.037 0.515 -0.666 0.1257
H 12.5731 16.5342 5.8591 -0.383 0.097 -0.603 0.1187
H 10.8450 18.4850 8.7289 0.054 0.198 -0.120 0.0924
C 16.9747 13.0274 10.4190 1.493 -0.570 -0.576 -0.2136
C 18.4190 13.4875 10.8232 -1.800 0.359 0.640 -0.2452
O 18.8558 14.3819 9.8544 0.771 0.481 -0.674 -0.0556
O 17.1962 12.1755 9.2817 0.491 0.339 0.497 -0.0857
H 16.3680 13.8550 10.0514 0.172 0.485 0.456 0.1020
H 16.4148 12.5036 11.1937 0.146 -0.127 0.314 0.0968
H 19.1103 12.6659 11.0111 -0.199 -0.240 -0.465 0.0925
H 18.4232 14.0668 11.7465 -0.343 0.000 0.221 0.1133
H 18.8934 13.9057 9.0217 -0.026 -0.080 -0.219 0.0862
H 16.3219 11.8846 9.0121 -0.309 -0.392 -0.219 0.0340
C 9.7446 17.9543 12.2840 -1.929 -1.003 -0.082 -0.1798
C 9.7492 19.4804 12.4559 -0.935 -0.517 0.356 -0.2229
O 9.9418 19.9234 13.8176 0.233 -0.384 -1.070 -0.0643
O 8.4709 17.2966 12.7047 1.228 1.519 0.540 -0.1005
H 10.5846 17.5011 12.8104 0.130 -0.003 0.152 0.1013
H 9.7696 17.6455 11.2389 0.728 0.592 -0.266 0.1002
H 8.7843 19.8932 12.1613 -0.133 -0.217 0.038 0.1192
H 10.4590 19.9019 11.7441 0.446 0.044 0.231 0.1100
H 10.8822 19.8254 13.9838 0.117 0.037 0.271 0.0743
H 8.3907 16.4717 12.2202 0.116 -0.222 -0.327 0.0264
C 9.1769 15.2272 15.1434 0.771 0.074 -1.574 -0.0619
C 9.6827 13.9841 15.8197 0.314 1.174 1.005 -0.4971
C 10.9214 14.2561 16.7017 -0.177 -0.793 -0.557 -0.0381
O 8.6052 13.5954 16.6481 -0.218 -1.269 0.493 -0.0570
H 9.9870 15.7086 14.5955 0.018 0.286 -0.044 0.0704
H 8.7526 15.9514 15.8388 0.103 -0.074 0.125 0.0954
H 8.4240 14.9818 14.3943 -0.171 0.050 0.138 0.0753
H 9.9205 13.1534 15.1552 -0.276 0.020 -0.207 0.1207
H 11.8588 14.3484 16.1532 -0.146 0.339 -0.359 0.0509
H 11.0645 13.3430 17.2795 -0.061 0.254 0.551 0.0620
H 10.7641 15.1474 17.3091 0.062 -0.138 0.208 0.0869
H 8.4195 14.3550 17.2051 -0.181 0.004 0.139 0.0832
C 12.9869 7.6324 12.3252 0.668 0.246 1.144 -0.0507
C 11.4945 7.6327 12.2349 -0.559 1.035 0.467 -0.5243
C 10.8898 8.9897 12.4883 0.506 0.685 0.599 -0.0594
O 11.0830 7.2863 10.9535 -0.102 -1.723 -1.532 -0.0380
H 13.2249 8.0887 13.2860 0.129 0.170 0.210 0.0674
H 13.4742 8.2536 11.5736 -0.100 -0.214 -0.267 0.0788
H 13.4325 6.6412 12.4090 -0.094 -0.082 -0.564 0.0839
H 11.0820 6.9663 12.9923 -0.055 -0.479 -0.158 0.1355
H 11.0779 9.4179 13.4728 0.043 -0.347 0.147 0.0558
H 9.8105 8.9248 12.3505 0.007 0.291 -0.222 0.0916
H 11.3986 9.6651 11.8006 -0.429 0.334 -0.399 0.0723
H 10.5695 7.9489 10.4857 0.028 0.206 0.490 0.0837
C 17.2167 13.3389 15.7440 0.583 -0.912 0.749 -0.0614
C 16.0084 13.9993 15.1527 -0.434 -0.504 1.490 -0.4885
C 14.8434 14.1626 16.1840 0.376 -0.841 -0.317 -0.0393
O 16.3740 15.3038 14.8294 0.430 1.255 -1.317 -0.0617
H 17.0436 12.3126 16.0680 -0.352 -0.022 0.270 0.0897
H 17.5612 13.9182 16.6007 0.185 -0.063 0.139 0.0860
H 18.0404 13.2118 15.0415 -0.043 0.494 -0.227 0.0834
H 15.8337 13.3938 14.2633 -0.884 0.645 -0.309 0.1209
H 15.2571 14.4615 17.1471 0.340 -0.222 0.146 0.0808
H 14.3010 13.2291 16.3340 -0.112 0.030 0.078 0.0755
H 14.1496 14.9761 15.9715 -0.033 -0.201 -0.677 0.0744
H 16.5889 15.7255 15.6647 0.104 0.333 -0.017 0.1074
C 18.5651 10.3640 12.2427 -0.510 0.589 -0.698 -0.0501
C 17.5752 10.2912 13.3641 -0.537 -1.834 0.430 -0.4781
C 16.3733 9.3995 13.0275 -0.239 0.462 -0.308 -0.0607
O 18.1898 9.6533 14.4972 0.200 0.829 0.394 -0.0637
H 18.0797 10.6884 11.3222 -0.200 -0.098 -0.133 0.0647
H 18.9435 9.3605 12.0480 0.509 0.191 0.097 0.0946
H 19.2958 11.1487 12.4385 0.495 -0.594 0.188 0.0787
H 17.2345 11.2823 13.6636 0.058 -0.004 0.214 0.1129
H 16.6439 8.3884 12.7232 0.530 0.017 -0.298 0.0839
H 15.8153 9.8431 12.2028 -0.336 -0.096 0.029 0.0697
H 15.7458 9.2122 13.8988 -0.173 0.529 0.041 0.0777
H 18.2549 8.7251 14.2610 0.121 -0.127 0.082 0.0768
C 11.1001 10.4004 16.6266 0.228 0.632 0.426 -0.0544
C 10.5943 8.9536 16.5078 -2.157 2.395 -0.821 -0.4837
C 9.2594 8.8703 15.7132 -0.091 0.321 0.363 -0.0413
O 11.4607 8.2332 15.7191 1.583 -1.318 -0.114 -0.0493
H 12.0840 10.4495 17.0931 0.231 -0.307 0.039 0.0747
H 10.5075 11.0894 17.2284 -0.530 -0.386 0.197 0.0693
H 11.2064 10.9339 15.6821 -0.076 -0.452 -0.412 0.0536
H 10.4597 8.5633 17.5167 0.028 -0.375 -0.001 0.1368
H 9.1958 7.8593 15.3108 -0.401 -0.062 0.319 0.0810
H 9.1821 9.5233 14.8439 0.734 0.189 -0.087 0.0536
H 8.3800 9.1832 16.2761 0.018 -0.481 0.399 0.0779
H 12.1358 7.8898 16.3090 0.392 -0.150 -0.264 0.1026
C 13.1850 12.5307 13.3402 -1.011 -1.028 1.389 -0.0237
C 12.6876 12.9791 11.9991 -1.407 1.010 0.848 -0.4510
C 11.7590 14.2493 12.0451 -0.166 -1.446 -0.363 0.0074
O 13.7602 13.3500 11.2266 1.948 0.206 -1.788 -0.0956
H 13.5377 13.2903 14.0378 -0.118 0.508 -0.475 0.0591
H 13.9310 11.7372 13.3863 0.193 -0.055 -0.724 0.0834
H 12.3266 12.0739 13.8327 -0.198 -0.019 0.331 0.0694
H 12.2200 12.1823 11.4207 -0.390 -0.192 0.394 0.1352
H 11.5380 14.4162 10.9909 0.174 0.588 -0.052 0.0618
H 12.2782 15.0757 12.5304 0.009 0.033 -0.165 0.0797
H 10.7640 14.1125 12.4688 0.165 -0.209 0.463 0.0575
H 14.2504 13.9872 11.7512 0.658 0.700 0.125 0.0604
```
Positions in Å, forces in eV/Å.

LUMO energy, eV: 0.28
Frontier orbital gap, Eh: 0.3636
Max |F|, eV Å⁻¹: 3.997
Energy, Ha: -2777.81683